DFT (ωB97M-V/def2-TZVPD) results for a structure of composition C21H54ClGaNO14P4S at a distorted geometry.

Geometry as XYZ:
```
97
C21H54ClGaNO14P4S (ωB97M-V/def2-TZVPD)
C -6.24254 -3.76291 4.05303
C -4.80716 -3.28046 3.82523
O -4.58473 -2.98887 2.46140
C -3.31362 -3.44756 1.98307
C -2.93353 -2.77250 0.68346
Ga -1.27972 -3.64234 -0.13616
C 0.11114 -2.20229 -0.47920
N 0.22886 -1.25577 0.67415
C -1.66113 -4.66551 -1.86066
C -3.15421 -4.87885 -2.19495
C -3.63650 -6.33554 -2.34400
C -2.67517 -7.24996 -3.12184
S -1.99322 -8.53146 -2.09947
O -1.51737 -7.97424 -0.87764
O -1.06287 -9.31536 -2.85185
Cl -3.66334 -9.64289 -1.63773
P -0.36185 -5.12429 1.52922
P 1.47386 -5.96782 0.84759
O 1.56304 -7.40149 1.21744
O 2.67392 -5.13617 1.53793
O 1.72527 -5.82444 -0.73510
H -6.24249 -4.70966 4.59904
H -6.74139 -3.95175 3.10337
H -6.84247 -3.07000 4.64449
H -4.59222 -2.40231 4.44629
H -4.11505 -4.07438 4.12695
H -2.53935 -3.24527 2.73412
H -3.35205 -4.54283 1.86970
H -2.68262 -1.73804 0.94319
H -3.79886 -2.74078 0.01706
H -0.18492 -1.63630 -1.36833
H 1.09150 -2.65575 -0.64591
H -0.43904 -1.48751 1.40177
H 1.13298 -1.37484 1.11580
H -1.08318 -5.59050 -1.83136
H -1.22550 -4.05879 -2.66336
H -3.74237 -4.45415 -1.37615
H -3.45839 -4.32816 -3.08955
H -3.90880 -6.79149 -1.39195
H -4.56330 -6.31195 -2.92504
H -1.80051 -6.71453 -3.49448
H -3.16742 -7.75154 -3.95461
H -1.18689 -6.25731 1.64050
H 2.42555 -4.95102 2.45030
H 2.15937 -6.64823 -0.99578
O -3.05761 2.25928 1.93845
P -2.79864 3.68455 1.73169
O -3.26137 4.18507 0.29115
C -4.62725 4.01911 -0.11058
C -5.52949 5.07592 0.49655
O -1.20341 3.85002 1.55181
C -0.28491 2.83751 1.99032
C 0.30713 2.09906 0.81377
O -3.03857 5.00042 2.58737
C -2.14781 5.39912 3.64470
C -1.33438 6.58526 3.18483
H -4.96860 3.01403 0.14766
H -4.63155 4.10117 -1.19664
H -5.60211 4.95549 1.57884
H -6.53343 5.00569 0.07627
H -5.13121 6.07300 0.30623
H -0.76745 2.14420 2.67936
H 0.50384 3.35626 2.54468
H -0.46701 1.63090 0.20938
H 0.99436 1.32420 1.14592
H 0.84692 2.79638 0.16613
H -1.51158 4.57311 3.96155
H -2.77158 5.67735 4.49488
H -0.73250 6.32469 2.31537
H -0.67575 6.92978 3.98323
H -1.99299 7.40384 2.89170
O 6.81065 5.54677 -0.93508
P 6.00148 4.59442 -1.70404
O 4.76020 4.04111 -0.88709
C 3.77651 4.94499 -0.36046
C 2.81217 5.39675 -1.43952
O 6.86814 3.22824 -1.78843
C 8.27437 3.21631 -1.54868
C 8.57456 2.58021 -0.20919
O 5.43153 4.56303 -3.17800
C 6.23330 4.19750 -4.31853
C 5.82090 2.82421 -4.79022
H 4.26566 5.79936 0.11333
H 3.23614 4.40113 0.41274
H 3.31825 6.01771 -2.18165
H 1.99575 5.97665 -1.00794
H 2.39668 4.53716 -1.96491
H 8.68993 4.22290 -1.60230
H 8.72579 2.62869 -2.35325
H 8.06987 3.12118 0.59131
H 9.64795 2.57803 -0.01309
H 8.21306 1.55155 -0.18944
H 7.29742 4.24415 -4.08700
H 6.03401 4.93815 -5.09332
H 5.98430 2.08137 -4.01103
H 6.38869 2.53969 -5.67694
H 4.75794 2.81112 -5.03190
```

As for the charge: -1. The calculation puts the gap between HOMO and LUMO at 0.2506 hartree. As for the LUMO energy: 2.0 eV.

DFT (ωB97M-V/def2-TZVPD) results for a structure of composition C27H18F5IrN5S3 at a distorted geometry.

Geometry as XYZ:
```
59
C27H18F5IrN5S3 (ωB97M-V/def2-TZVPD)
Ir -0.76098 -0.62989 0.28427
S -1.96618 -0.66709 2.58047
C -2.99108 -1.66679 1.66657
N -2.72978 -1.81069 0.37797
C -3.57568 -2.67019 -0.22823
C -3.53898 -3.07279 -1.56693
C -4.47238 -3.98089 -2.00393
C -5.46538 -4.47759 -1.14223
C -5.51738 -4.10009 0.18607
C -4.56438 -3.20659 0.64877
S -4.36058 -2.57859 2.25217
H -2.77398 -2.67949 -2.21783
H -4.43268 -4.32709 -3.02453
H -6.19728 -5.16949 -1.52513
H -6.27618 -4.48279 0.84847
F 1.41892 -1.36559 2.71177
C 2.11182 -0.90429 1.65347
C 1.39522 -0.54669 0.51927
C 2.12902 -0.10559 -0.57463
F 1.43532 0.20031 -1.69793
C 3.50842 0.03991 -0.54733
F 4.17882 0.50741 -1.59733
C 4.19652 -0.32769 0.61307
F 5.51652 -0.22749 0.65257
C 3.49752 -0.80709 1.72487
F 4.14732 -1.16609 2.82707
S -0.51418 6.19781 -0.35333
C -0.56078 4.41591 -0.17503
C -1.01598 3.65341 -1.24423
C -1.16118 2.28691 -1.07093
N -0.91658 1.67511 0.08647
C -0.46818 2.41071 1.10647
C -0.27148 3.77801 1.02567
C 1.24892 6.57541 -0.35493
C 2.06082 6.59331 0.76857
C 3.35872 7.07551 0.61337
N 3.78852 7.48961 -0.55303
C 3.05802 7.44241 -1.63233
C 1.74272 6.98621 -1.58683
H -1.26388 4.11061 -2.18913
H -1.50628 1.67271 -1.89003
H -0.27718 1.89611 2.03747
H 0.06032 4.32801 1.89207
H 1.71212 6.29171 1.74327
H 4.03962 7.16661 1.44787
H 3.49642 7.79991 -2.55393
H 1.13012 6.97651 -2.47463
C 1.06282 -6.02709 1.12607
N 0.70632 -4.86429 0.35957
C 0.94862 -4.66849 -0.96513
C 0.44942 -3.43479 -1.27413
N -0.09558 -2.88509 -0.15403
C 0.07632 -3.77429 0.81167
H 2.08152 -6.33569 0.89027
H 0.38432 -6.85259 0.90397
H 0.99752 -5.80479 2.18917
H 1.45392 -5.38969 -1.57473
H 0.47992 -2.92449 -2.21483
H -0.19848 -3.63829 1.83847
```

Its expectation value of S² is 0.994. As for the charge: +2. Its multiplicity is 2. The calculation puts the gap between HOMO and LUMO (alpha / beta) at 0.1417 / 0.1395 hartree. As for the energy above the lowest of the compared OMol25 structures with the same formula, charge and spin: 3.950 eV. As for the LUMO energy (alpha / beta): -9.5 / -9.6 eV.